The following is a quantum chemistry calculation of a structure of composition C5H9O3Tl, from OMol25.

```
18
C5H9O3Tl (the ωB97M-V functional and the def2-TZVPD basis)
O 1.793 -0.858 0.617
C 1.203 -1.654 -0.209
C 1.285 -1.195 -1.657
H -0.949 -1.568 -0.499
H 2.216 -1.554 -2.121
H 0.477 -1.734 -2.184
O -1.078 0.512 1.208
C -1.497 -0.222 0.181
C -1.132 0.599 -1.066
O 0.239 0.965 -1.027
C 1.123 0.301 -1.917
Tl 0.900 0.925 1.196
H -1.789 -1.154 0.728
H -1.745 1.511 -1.136
H -1.355 0.008 -1.970
H 2.099 0.794 -1.824
H 0.766 0.455 -2.948
H 0.617 -2.351 0.437
```

For the molar mass, the calculation gives 321.51 g mol⁻¹. As for the total energy: -16159.4057 eV. The calculation puts the maximum force at 0.1423 Eh/bohr. The HOMO energy comes out at -7.0 eV. The calculation puts the frontier orbital gap at 0.25425 Ha.

The following is a quantum chemistry calculation of a structure of composition C5H9O3Yb, from OMol25.

```
18
C5H9O3Yb (the ωB97M-V functional and the def2-TZVPD basis)
H 4.422 0.221 2.791
O 2.406 2.281 1.693
C 2.824 1.555 2.593
H 2.741 1.895 3.641
H 2.830 -0.508 2.927
C 3.412 0.230 2.352
H 3.437 -0.026 1.288
C 0.288 6.580 1.860
O 0.496 5.946 3.135
Yb 1.385 4.433 1.487
O -0.231 7.675 2.015
C -0.096 6.931 4.242
C 0.994 7.758 4.887
H -0.448 6.144 4.921
H -1.029 7.488 4.096
H 1.861 7.134 5.144
H 0.609 8.219 5.806
H 1.348 8.550 4.213
```

For the molar mass, the calculation gives 290.16 g mol⁻¹. The charge is +2. As for the spin multiplicity: 2. As for the total energy: -42983.3501 eV. The calculation puts the maximum force at 0.1102 Eh/bohr. The HOMO energy (spin up / spin down) comes out at -18.2 / -18.1 eV. The calculation puts the frontier orbital gap (spin up / spin down) at 0.34900 / 0.25441 Ha.

The following is a quantum chemistry calculation of a structure of composition C5H9O5, from OMol25.

```
19
C5H9O5 (the ωB97M-V functional and the def2-TZVPD basis)
O -3.377 -2.260 -1.114
O -4.005 -3.327 -0.717
H -2.880 -1.711 -0.300
O -2.224 -0.928 0.463
C -1.182 -0.486 -0.161
C -0.198 0.125 0.646
C 0.971 0.730 0.282
C 1.829 1.205 1.404
C 1.437 0.906 -1.126
O 1.214 -0.279 -1.901
O -0.536 0.191 1.968
H -0.977 -0.590 -1.246
H 2.764 1.608 0.975
H 1.335 2.013 1.978
H 2.102 0.392 2.110
H 0.894 1.759 -1.584
H 2.526 1.112 -1.094
H 1.722 -0.244 -2.713
H -1.416 -0.219 2.130
```

For the molar mass, the calculation gives 149.12 g mol⁻¹. As for the spin multiplicity: 4. As for the total energy: -15560.5587 eV. The calculation puts the maximum force at 0.1168 Eh/bohr. The HOMO energy (spin up / spin down) comes out at -7.6 / -7.6 eV. The calculation puts the frontier orbital gap (spin up / spin down) at 0.28798 / 0.15653 Ha.

The following is a quantum chemistry calculation of a structure of composition C5H9OP, from OMol25.

```
16
C5H9OP (the ωB97M-V functional and the def2-TZVPD basis)
C -1.891 -0.535 0.366
C -1.368 0.032 -0.658
C 0.919 0.433 1.819
C -1.195 0.863 -1.673
C 1.945 -0.202 -0.973
O 0.604 -2.019 0.482
P 0.851 -0.566 0.228
H -2.005 -1.603 0.502
H 0.790 1.436 1.643
H 0.248 0.122 2.629
H 1.994 0.228 2.127
H -0.312 1.106 -2.252
H -2.024 0.923 -2.263
H 2.073 0.719 -1.523
H 1.721 -1.012 -1.622
H -2.348 0.077 1.169
```

For the molar mass, the calculation gives 116.10 g mol⁻¹. As for the total energy: -16663.2324 eV. The calculation puts the maximum force at 0.0622 Eh/bohr. The HOMO energy comes out at -8.6 eV. The calculation puts the frontier orbital gap at 0.31051 Ha.

The following is a quantum chemistry calculation of an isolated molecule of C5H9OP, from OMol25.

```
16
C5H9OP (the ωB97M-V functional and the def2-TZVPD basis)
C -0.150 -2.215 0.114
C -0.602 -0.970 0.073
C -0.273 -0.009 -1.276
C -1.378 -0.541 1.253
C 1.464 1.760 -0.112
O -0.123 -0.452 -2.361
P -0.261 1.824 -0.805
H -0.389 -2.854 0.990
H 0.435 -2.671 -0.717
H -1.749 -1.343 1.867
H -2.201 0.176 0.881
H -0.665 0.074 1.950
H 1.672 1.971 1.047
H 2.105 2.379 -0.571
H 1.887 0.657 -0.322
H 0.230 2.214 -2.010
```

For the molar mass, the calculation gives 116.10 g mol⁻¹. As for the spin multiplicity: 3. As for the total energy: -16661.2944 eV. The calculation puts the maximum force at 0.1594 Eh/bohr. The HOMO energy (spin up / spin down) comes out at -5.8 / -9.6 eV. The calculation puts the frontier orbital gap (spin up / spin down) at 0.24890 / 0.25837 Ha.

The following is a quantum chemistry calculation of a cluster of 2 separate species, C5H9P in total, from OMol25.

```
15
C5H9P (the ωB97M-V functional and the def2-TZVPD basis)
C 0.001 -0.978 1.894
C 1.941 -0.038 -0.743
C 0.541 -0.379 -1.217
C 0.849 0.894 -0.353
C -2.065 0.437 0.386
P -0.350 -0.231 0.380
H -0.639 -1.826 2.275
H 1.104 -1.127 1.824
H 2.220 -0.712 0.107
H 2.594 0.059 -1.630
H 0.175 0.247 -3.457
H 0.766 1.903 -0.695
H -2.429 0.398 -0.616
H -2.564 -0.166 1.106
H -2.145 1.519 0.739
```

For the molar mass, the calculation gives 100.10 g mol⁻¹. As for the total energy: -14610.9884 eV. The calculation puts the maximum force at 0.0423 Eh/bohr. The HOMO energy (spin up / spin down) comes out at -8.0 / -7.9 eV. The calculation puts the frontier orbital gap (spin up / spin down) at 0.28462 / 0.25267 Ha.

The following is a quantum chemistry calculation of a cluster of 2 separate species, C5H9P in total, from OMol25.

```
15
C5H9P (the ωB97M-V functional and the def2-TZVPD basis)
C 1.112 2.286 0.069
C 1.216 0.784 0.161
C 0.317 -0.199 -0.018
C 0.493 -1.714 -0.008
H 0.631 2.603 -0.843
H 2.074 2.726 -0.049
H 0.617 2.718 0.974
H 2.219 0.462 0.234
H -0.677 -0.074 -0.403
H 1.451 -2.139 0.388
H 0.500 -2.183 -1.008
H -0.421 -2.019 0.437
C -3.014 -1.141 0.016
P -3.883 0.043 0.417
H -2.637 -2.154 -0.365
```

For the molar mass, the calculation gives 100.10 g mol⁻¹. As for the total energy: -14616.2567 eV. The calculation puts the maximum force at 0.0541 Eh/bohr. The HOMO energy comes out at -9.0 eV. As for the SMILES: C/C=C/C.C#P. The calculation puts the frontier orbital gap at 0.34651 Ha.

The following is a quantum chemistry calculation of an isolated molecule of C5H9P, from OMol25.

```
15
C5H9P (the ωB97M-V functional and the def2-TZVPD basis)
C -0.051 -1.918 -0.805
C 0.936 -1.508 -1.529
C -1.241 -1.100 -0.346
C -0.904 0.241 0.314
C 1.128 2.141 0.334
P -0.157 1.503 -0.838
H -0.127 -2.962 -0.478
H 1.808 -1.859 -2.026
H -1.879 -0.907 -1.215
H -1.825 -1.697 0.363
H -1.850 0.659 0.677
H -0.249 0.087 1.175
H 1.702 2.929 -0.146
H 1.799 1.336 0.628
H 0.638 2.546 1.221
```

For the molar mass, the calculation gives 100.10 g mol⁻¹. As for the total energy: -14615.6219 eV. The calculation puts the maximum force at 0.0190 Eh/bohr. The HOMO energy (spin up / spin down) comes out at -8.5 / -7.7 eV. The calculation puts the frontier orbital gap (spin up / spin down) at 0.30442 / 0.28777 Ha.